Density functional theory data (ωB97M-V/def2-TZVPD) for a molecular structure, C60H36BrCl4F6N4O2S2W at a distorted geometry.

Results
Frontier orbital gap (alpha / beta) (Ha): 0.206 / 0.185
E (hartree): -8555.1206
Relative energy (zero: lowest compared OMol25 entry of this formula, charge and spin) (kJ/mol): 107.0

Geometry as ORCA input:
```
! RIJCOSX wB97M-V def2-TZVPD def2/J DEFGRID3
* xyz -1 1
W 0.1315 0.1673 0.2325
Cl -8.9592 0.3375 -2.1717
C -7.3062 0.6890 -1.7487
C -6.5605 -0.2487 -1.0550
C -5.2622 0.0616 -0.6771
C -4.6973 1.3023 -0.9706
C -5.4630 2.2104 -1.7006
C -6.7600 1.9127 -2.0925
C -3.3566 1.6683 -0.4407
C -2.4403 2.4078 -1.0691
C -2.3969 2.6311 -2.5292
C -1.3356 2.2404 -3.2345
C -0.3431 1.3264 -2.6779
C 0.6042 0.6241 -3.3478
C 1.1455 1.1067 -4.6493
C 0.3528 1.2892 -5.7805
C 0.8523 1.9026 -6.9201
C 2.1718 2.3173 -6.9421
Cl 2.7951 3.1319 -8.3497
C 3.0023 2.0859 -5.8592
C 2.4847 1.4840 -4.7235
C 1.1998 -0.4918 -2.7056
N 0.7969 -1.0305 -1.5053
C 1.4650 -2.2454 -1.4086
C 1.2411 -3.2020 -0.4160
C 1.7591 -4.5863 -0.6339
C 0.8480 -5.6160 -0.8705
C 1.2774 -6.9114 -1.1179
C 2.6370 -7.1768 -1.1248
Cl 3.1896 -8.8017 -1.4419
C 3.5591 -6.1762 -0.8793
C 3.1159 -4.8826 -0.6399
C 0.4986 -2.9722 0.7037
C 0.3581 -3.9341 1.7752
C -0.2241 -3.3085 2.7965
C -0.5126 -1.9658 2.3592
N -0.0387 -1.7573 1.0686
C -1.3108 -1.1044 3.0469
C -2.0175 -0.0422 2.4529
C -3.1685 0.5139 3.0165
C -3.8007 1.2091 2.0044
C -2.9922 1.1294 0.8722
N -1.8594 0.3840 1.1312
C -1.7456 -1.5310 4.4144
C -1.0089 -1.2138 5.5467
C -1.4191 -1.6449 6.8039
C -2.5656 -2.4087 6.9188
Cl -3.0797 -2.9622 8.4905
C -3.3147 -2.7435 5.8011
C -2.9003 -2.2982 4.5561
C 2.2996 -2.4356 -2.5327
C 2.1377 -1.3438 -3.3317
N -0.3673 1.1211 -1.3155
H -6.9933 -1.2104 -0.8116
H -4.6707 -0.6765 -0.1492
H -5.0509 3.1851 -1.9321
H -7.3482 2.6321 -2.6482
H -3.2699 2.9822 -3.0679
H -1.3077 2.4378 -4.2947
H -0.6677 0.9253 -5.7827
H 0.2212 2.0614 -7.7847
H 4.0411 2.3880 -5.8989
H 3.1234 1.3337 -3.8628
H -0.2125 -5.3917 -0.8627
H 0.5654 -7.7047 -1.3043
H 4.6169 -6.4043 -0.8626
H 3.8414 -4.1093 -0.4124
H 0.7035 -4.9537 1.7424
H -0.4659 -3.7143 3.7654
H -3.5063 0.3587 4.0293
H -4.7293 1.7604 2.0511
H -0.0935 -0.6437 5.4543
H -0.8418 -1.3955 7.6845
H -4.2049 -3.3501 5.9060
H -3.4767 -2.5535 3.6738
H 2.9266 -3.2951 -2.7033
H 2.6036 -1.1523 -4.2871
Br 2.7738 0.7842 -0.1704
C 2.4074 2.4422 -1.0609
C 3.4926 3.0669 -1.6524
C 3.3143 4.3088 -2.2357
C 2.0729 4.9199 -2.1454
C 1.0057 4.2959 -1.5061
C -0.2502 5.0303 -1.3077
C -1.2770 4.4911 -0.6731
C -1.3293 3.0487 -0.2376
C -0.0520 2.2376 -0.4312
C 1.1399 2.9977 -0.9854
H 4.4627 2.5808 -1.6467
H 4.1388 4.8045 -2.7355
H 1.9179 5.9077 -2.5691
H -0.2836 6.0566 -1.6595
H -2.1801 5.0664 -0.4913
H -1.6519 3.0430 0.8023
C -0.3279 2.1288 3.8269
C 0.9422 1.8218 3.0301
O 0.7543 0.8878 2.0392
C 1.4640 3.2115 2.5385
F 2.5763 3.1622 1.8086
F 1.7240 4.0382 3.5731
F 0.5249 3.8357 1.8056
C 2.0098 1.2603 4.0124
F 1.6711 0.0280 4.4027
F 3.2318 1.2192 3.4879
F 2.0892 2.0098 5.1380
H -1.1093 2.4357 3.1344
H -0.1494 2.9215 4.5494
H -0.6586 1.2332 4.3456
C 5.3519 -1.9954 0.2835
O 4.9487 -3.0946 1.0963
C 3.8643 -2.9448 1.9255
S 3.4959 -4.3035 2.8349
S 2.9864 -1.4871 1.8857
H 6.2909 -2.3028 -0.1764
H 5.4915 -1.0955 0.8819
H 4.6061 -1.7803 -0.4877
*
```

Results of the Löwdin charge analysis, in e, for atoms 1 through 5: W 1.707; Cl 0.641; C -0.675; C -0.097; C -0.009



Density functional theory data (ωB97M-V/def2-TZVPD) for a molecular structure, C60H45N5O3PS3Ta at a distorted geometry.

Results
Frontier orbital gap (Ha): 0.214
E (hartree): -4405.4191

Geometry as ORCA input:
```
! RIJCOSX wB97M-V def2-TZVPD def2/J DEFGRID3
* xyz 2 1
Ta -0.6950 1.1586 -0.1329
C -0.8373 -4.7709 5.3069
C -1.0010 -3.4524 4.6137
C -0.6007 -3.2911 3.2864
C -0.7803 -2.0881 2.6299
C -1.3687 -1.0337 3.3155
C -1.7788 -1.1616 4.6345
C -1.5852 -2.3704 5.2757
S -1.6131 0.4606 2.4218
O -2.2927 1.4551 3.1911
O -2.2583 0.0854 1.1543
N -0.1922 1.0456 1.8539
C 0.6129 1.7607 2.7707
C 0.7338 1.4391 4.1032
C 1.4786 2.2427 4.9803
C 2.1233 3.3544 4.5240
C 2.0642 3.6850 3.1538
C 2.7520 4.7905 2.6135
C 2.6869 5.0217 1.2710
C 1.9087 4.1705 0.4751
N 1.2093 3.1563 0.9350
C 1.2997 2.8904 2.2637
H -0.0371 -5.3593 4.8615
H -1.7598 -5.3491 5.2180
H -0.6359 -4.6370 6.3684
H -0.1448 -4.1209 2.7613
H -0.4813 -1.9680 1.5948
H -2.2476 -0.3275 5.1428
H -1.8982 -2.4818 6.3059
H 0.2406 0.5612 4.4892
H 1.5353 1.9637 6.0236
H 2.6916 3.9847 5.1956
H 3.3347 5.4255 3.2692
H 3.2218 5.8395 0.8088
H 1.8843 4.3386 -0.5935
N -4.9753 2.7771 0.2884
C -5.9820 1.7989 0.0994
C -7.2639 2.0437 0.5553
C -8.2613 1.0909 0.3802
C -7.9757 -0.1051 -0.2489
C -6.6859 -0.3525 -0.7089
C -5.6999 0.5978 -0.5390
S -4.0645 0.2664 -1.1785
N -3.1888 1.6072 -0.6708
C -3.6835 2.6309 -0.0695
C -2.7640 3.7782 0.0771
C -3.1548 5.0562 0.4501
C -2.2826 6.1132 0.2425
C -1.0779 5.8753 -0.3993
C -0.7411 4.5636 -0.6814
N -1.5301 3.5394 -0.3845
H -5.2588 3.6162 0.7600
H -7.4929 2.9826 1.0469
H -9.2592 1.2928 0.7434
H -8.7479 -0.8475 -0.3937
H -6.4472 -1.2853 -1.2052
H -4.1279 5.2509 0.8777
H -2.5645 7.1150 0.5371
H -0.4106 6.6819 -0.6664
H 0.1706 4.3049 -1.1964
C 5.8028 2.8714 0.5326
C 5.3750 1.8866 1.4096
C 4.2246 1.1573 1.1418
C 3.4874 1.4131 -0.0112
C 3.9155 2.4170 -0.8833
C 5.0683 3.1348 -0.6156
P 1.9667 0.4885 -0.4415
C 2.3017 -1.2116 0.1189
C 2.5412 -2.2626 -0.7627
C 2.8651 -3.5197 -0.2747
C 2.9492 -3.7376 1.0929
C 2.6730 -2.7040 1.9775
C 2.3380 -1.4492 1.4943
C 2.0383 0.5126 -2.2474
C 3.1672 0.0637 -2.8945
C 3.2710 0.1423 -4.2908
C 2.2537 0.7059 -5.0094
C 1.0988 1.2094 -4.3691
C 0.0665 1.8199 -5.1195
C -1.0289 2.3279 -4.4863
C -1.1435 2.2331 -3.0857
C -0.1879 1.6334 -2.2891
C 0.9700 1.1153 -2.9566
H 6.7113 3.4220 0.7377
H 5.9475 1.6693 2.3018
H 3.9342 0.3717 1.8250
H 3.3623 2.6111 -1.7939
H 5.4011 3.8940 -1.3120
H 2.4719 -2.1067 -1.8297
H 3.0585 -4.3248 -0.9730
H 3.2302 -4.7124 1.4702
H 2.7275 -2.8774 3.0447
H 2.1019 -0.6502 2.1907
H 3.9952 -0.3380 -2.3221
H 4.1570 -0.2312 -4.7860
H 2.3250 0.7891 -6.0871
H 0.1647 1.8769 -6.1965
H -1.8185 2.8026 -5.0539
H -2.0408 2.6468 -2.6421
C 2.1629 -8.4203 -4.6624
C 1.5613 -7.3050 -3.8673
O 2.1258 -6.6044 -3.0758
S -0.1957 -7.0941 -4.2634
C -0.5176 -5.5834 -3.3974
C -0.8959 -4.4556 -4.1212
C -1.0374 -3.2410 -3.4786
C -0.8079 -3.1533 -2.1002
C -0.5046 -4.3053 -1.3701
C -0.3548 -5.5144 -2.0186
C -0.8034 -1.8826 -1.4694
C -0.7265 -0.7713 -0.9736
H 3.0245 -8.8311 -4.1399
H 2.5005 -8.0174 -5.6192
H 1.4307 -9.1998 -4.8671
H -1.0515 -4.5336 -5.1888
H -1.2892 -2.3460 -4.0324
H -0.3696 -4.2394 -0.2991
H -0.0939 -6.4030 -1.4617
*
```

Results of the Löwdin charge analysis, in e, for atoms 1 through 5: Ta 1.762; C -0.028; C -0.237; C -0.014; C -0.047



Density functional theory data (ωB97M-V/def2-TZVPD) for a molecular structure, C60H46N3O3P3SScSi at a distorted geometry.

Results
Frontier orbital gap (Ha): 0.246
E (hartree): -5176.6349

Geometry as ORCA input:
```
! RIJCOSX wB97M-V def2-TZVPD def2/J DEFGRID3
* xyz -1 1
Sc 0.4690 1.3472 0.6508
C -5.3982 3.8618 -1.3986
C -4.2488 3.4632 -2.0783
C -3.3474 2.5197 -1.5829
C -3.5624 1.9882 -0.2896
C -4.7573 2.2995 0.3375
C -5.5889 3.2223 -0.1849
P -2.3206 0.8203 0.3646
C -2.8708 0.3320 2.0164
C -3.2340 -0.9868 2.3178
C -3.4168 -1.3034 3.6601
C -3.1921 -0.4236 4.6692
C -2.7621 0.8936 4.3385
C -2.7011 1.2379 3.0320
C -2.7245 -0.5937 -0.7383
C -3.9890 -0.7742 -1.3599
C -4.1621 -1.9062 -2.1499
C -3.1756 -2.7821 -2.2806
C -2.0126 -2.6512 -1.6536
C -1.7302 -1.5467 -0.8635
Si -0.0549 -1.2367 0.0102
C 1.1631 -2.3486 -1.0918
C 1.6461 -3.5765 -0.7085
C 2.6417 -4.2557 -1.4797
C 3.2421 -3.6715 -2.5597
C 2.8161 -2.3757 -2.8562
C 1.7315 -1.7033 -2.2313
P 1.1971 0.0079 -2.5916
C 2.2695 0.6782 -3.8821
C 2.0123 0.8314 -5.2316
C 3.0099 1.4478 -6.0438
C 4.1050 2.0906 -5.5081
C 4.3533 1.9676 -4.1461
C 3.4425 1.2288 -3.3660
C -0.2555 -0.2858 -3.6702
C -0.4204 -1.5288 -4.1520
C -1.4627 -1.8414 -5.0066
C -2.3875 -0.8846 -5.2742
C -2.2684 0.4046 -4.8044
C -1.1360 0.7344 -4.0514
C -0.4182 -2.2788 1.5687
C -1.3040 -3.3493 1.5936
C -1.6507 -3.9988 2.7882
C -0.8753 -3.6913 3.9072
C 0.0516 -2.7295 3.8829
C 0.2162 -1.9863 2.7615
P 1.3516 -0.6084 2.5217
C 1.8007 -0.1870 4.2143
C 0.7591 0.2749 5.0442
C 0.9663 0.7143 6.3377
C 2.1830 0.5170 6.9746
C 3.2196 0.1231 6.1545
C 3.0460 -0.2073 4.7835
C 2.8491 -1.4276 1.7762
C 3.3903 -2.5430 2.3300
C 4.8087 -2.9617 2.0283
C 5.6294 -2.0750 1.4207
C 5.1867 -0.6875 0.9917
C 3.6165 -0.6126 0.7404
H -6.0688 4.5080 -1.9182
H -4.0286 3.9693 -3.0320
H -2.5434 2.1853 -2.2165
H -4.9201 1.9376 1.3882
H -6.4702 3.3531 0.5279
H -3.2965 -1.7674 1.5786
H -3.7223 -2.2989 3.9450
H -3.2935 -0.8280 5.6692
H -2.3905 1.6204 5.0374
H -2.3150 2.2909 2.8413
H -4.7535 0.0293 -1.3403
H -5.0285 -1.9743 -2.7904
H -3.3043 -3.5786 -3.0276
H -1.2633 -3.4304 -1.8652
H 1.2021 -3.9777 0.2018
H 2.9756 -5.2494 -1.1123
H 4.0697 -4.1526 -3.0174
H 3.4605 -1.8645 -3.6265
H 0.9968 0.5398 -5.5756
H 2.7871 1.4566 -7.1318
H 4.8135 2.6390 -6.0944
H 5.2960 2.4208 -3.7538
H 3.6464 1.1779 -2.3336
H 0.2125 -2.2872 -3.7967
H -1.5155 -2.8969 -5.3354
H -3.3003 -1.1849 -5.8724
H -2.9276 1.1680 -5.1025
H -0.9093 1.7640 -3.7250
H -1.8335 -3.6937 0.7179
H -2.3428 -4.8056 2.8943
H -1.2093 -4.2857 4.8306
H 0.6288 -2.5026 4.8142
H -0.1909 0.3639 4.5857
H 0.1734 1.3343 6.8223
H 2.2597 1.0378 7.9474
H 4.2424 0.0913 6.6033
H 3.9278 -0.5591 4.1988
H 2.8379 -3.0744 3.1013
H 5.2072 -3.8330 2.5052
H 6.6822 -2.2707 1.1924
H 5.5096 0.0280 1.7495
H 3.5667 -1.1508 -0.1907
O -0.3266 3.4452 4.3558
C 0.1903 2.9139 3.4414
N 0.4945 2.3063 2.4962
S 3.0673 1.1638 0.4641
C 5.8466 -0.3688 -0.3017
N 6.2785 -0.0854 -1.3462
O -1.8427 3.7090 1.2586
C -1.0953 4.0029 0.3107
C -1.1173 5.3991 -0.2920
C -0.6110 5.2165 -1.6868
C -0.0630 3.7565 -1.5978
O 0.3648 3.1885 -2.5782
N -0.1555 3.2050 -0.3400
H -0.4165 6.0605 0.2369
H -2.1218 5.7824 -0.1950
H 0.2517 5.7959 -1.9834
H -1.3577 5.2744 -2.5177
*
```

Results of the Löwdin charge analysis, in e, for atoms 1 through 5: Sc 0.440; C -0.080; C -0.087; C -0.080; C -0.356



Density functional theory data (ωB97M-V/def2-TZVPD) for a molecular structure, C60H49CeIN3O3P3SeSi at a distorted geometry.

Results
Frontier orbital gap (alpha / beta) (Ha): 0.243 / 0.249
Expectation value of S²: 0.751
E (hartree): -7193.9098
Relative energy (zero: lowest compared OMol25 entry of this formula, charge and spin) (kJ/mol): 0.0

Geometry as ORCA input:
```
! RIJCOSX wB97M-V def2-TZVPD def2/J DEFGRID3
* xyz -1 2
Ce -1.0404 -1.1550 -0.0602
C 1.8620 -4.2230 -5.4709
C 1.1188 -3.0704 -5.2702
C 1.1316 -2.4419 -4.0404
C 1.8634 -2.9758 -2.9814
C 2.5951 -4.1390 -3.1883
C 2.6086 -4.7467 -4.4314
P 1.7969 -2.0551 -1.3835
C 2.9291 -3.1348 -0.4274
C 2.3750 -4.3414 0.0020
C 3.1041 -5.2136 0.7878
C 4.3955 -4.8848 1.1667
C 4.9388 -3.6725 0.7770
C 4.2090 -2.7958 -0.0055
C 2.8735 -0.6879 -1.9518
C 4.0999 -0.9914 -2.5409
C 4.9753 0.0201 -2.8880
C 4.6212 1.3347 -2.6298
C 3.3695 1.6288 -2.1187
C 2.4498 0.6339 -1.8075
Si 0.6358 0.9735 -1.1770
C 1.0563 2.5429 -0.0832
C 1.4356 3.7705 -0.6231
C 1.9518 4.7854 0.1608
C 2.0601 4.6131 1.5316
C 1.5926 3.4472 2.1041
C 1.1055 2.4158 1.3031
P 0.3251 0.9507 2.0869
C 1.5387 0.5368 3.3879
C 2.8800 0.8960 3.3126
C 3.7495 0.5441 4.3278
C 3.3032 -0.2048 5.4046
C 1.9884 -0.6354 5.4472
C 1.1152 -0.2745 4.4383
C -0.8377 1.9994 3.0684
C -1.7573 2.7063 2.2981
C -2.6829 3.5444 2.8831
C -2.7234 3.6734 4.2617
C -1.8156 2.9776 5.0387
C -0.8744 2.1509 4.4476
C -0.2155 2.0169 -2.5845
C 0.4507 2.6611 -3.6206
C -0.2005 3.5339 -4.4742
C -1.5602 3.7612 -4.3312
C -2.2619 3.0750 -3.3596
C -1.5922 2.2243 -2.4855
P -2.5767 1.2507 -1.2852
C -3.6340 0.4536 -2.5528
C -3.0115 -0.5475 -3.2981
C -3.7143 -1.2347 -4.2681
C -5.0442 -0.9218 -4.5050
C -5.6633 0.0743 -3.7734
C -4.9649 0.7615 -2.7970
C -3.7356 2.4602 -0.5729
C -3.5264 3.8356 -0.5584
C -4.4268 4.6615 0.0923
C -5.5203 4.1270 0.7549
C -5.7019 2.7531 0.7909
C -4.8097 1.9268 0.1417
H 1.8509 -4.7257 -6.4278
H 0.5234 -2.6739 -6.0800
H 0.5650 -1.5287 -3.8879
H 3.1613 -4.5800 -2.3788
H 3.2015 -5.6391 -4.5844
H 1.3618 -4.5954 -0.2876
H 2.6649 -6.1528 1.1000
H 4.9711 -5.5657 1.7772
H 5.9370 -3.4102 1.1005
H 4.6306 -1.8439 -0.2848
H 4.3702 -2.0260 -2.7233
H 5.9275 -0.2151 -3.3483
H 5.3126 2.1363 -2.8562
H 3.1009 2.6606 -1.9493
H 1.3122 3.9416 -1.6830
H 2.2792 5.7119 -0.2929
H 2.4810 5.3932 2.1520
H 1.6124 3.3313 3.1810
H 3.2423 1.4381 2.4520
H 4.7834 0.8562 4.2786
H 3.9841 -0.4700 6.2001
H 1.6447 -1.2505 6.2678
H 0.0892 -0.6206 4.4535
H -1.7289 2.6012 1.2191
H -3.3752 4.0981 2.2684
H -3.4600 4.3146 4.7243
H -1.8340 3.0816 6.1157
H -0.1620 1.6372 5.0764
H 1.5080 2.4810 -3.7518
H 0.3497 4.0510 -5.2496
H -2.0739 4.4605 -4.9770
H -3.3339 3.2013 -3.2678
H -1.9663 -0.7907 -3.0951
H -3.2373 -2.0265 -4.8270
H -5.6050 -1.4686 -5.2482
H -6.7017 0.3156 -3.9481
H -5.4652 1.5255 -2.2209
H -2.6628 4.2591 -1.0540
H -4.2658 5.7309 0.0929
H -6.2211 4.7788 1.2554
H -6.5343 2.3231 1.3272
H -4.9450 0.8543 0.1612
O -2.4390 -0.3919 2.2073
H -3.3566 -0.1753 1.9940
H -2.4306 -1.3597 2.3730
I -1.4059 -3.7709 -1.6028
Se -6.3536 -1.7639 -0.3832
C -4.6414 -1.5723 -0.2542
N -3.4965 -1.3457 -0.1610
C -0.6232 -4.6255 4.0161
N 0.1975 -3.6794 3.3044
C 1.5287 -3.5355 3.5273
C 2.2759 -2.6524 2.8372
C 1.6387 -1.8654 1.8025
O 2.1940 -1.0017 1.1064
N 0.3183 -2.0860 1.5935
C -0.4156 -2.9059 2.3304
O -1.6465 -2.9762 2.1722
H -0.0015 -5.4251 4.4141
H -1.3636 -5.0182 3.3166
H -1.1486 -4.1220 4.8303
H 1.9379 -4.1759 4.2992
H 3.3252 -2.5248 3.0269
*
```

Results of the Löwdin charge analysis, in e, for atoms 1 through 5: Ce 0.127; C -0.101; C -0.085; C -0.121; C -0.387